--- a ---
DFT (ωB97M-V with the def2-TZVPD basis set) results for a 2-piece molecular cluster, C5H13O3 overall.

Values from the calculation:
HOMO level	-0.11306	Ha
orbital gap	6.91	eV

ORCA input file:
```
! RIJCOSX wB97M-V def2-TZVPD def2/J DEFGRID3
* xyz -1 1
O 1.57 -1.42 0.64
O -2.12 2.31 0.83
O -0.38 -1.04 2.56
C 1.27 -1.72 -0.65
C 0.75 0.75 -0.60
C -1.78 1.46 -0.31
C 1.14 -0.38 -1.48
C -0.62 0.54 0.05
H 2.15 -2.25 -1.10
H 1.50 0.73 0.21
H -0.85 -0.53 0.06
H 0.77 1.71 -1.13
H 0.42 -2.43 -0.81
H 0.22 -0.95 1.79
H 0.08 -1.63 3.15
H 0.47 -0.56 -2.35
H -0.44 0.74 1.11
H -2.69 0.88 -0.51
H -1.94 1.84 1.64
H 2.08 -0.21 -2.00
H -1.59 2.16 -1.11
*
```

Want to see where the charge sits? The Löwdin charges in e are: O -0.36; O -0.11; O -0.12; C -0.46; C -0.24; C -0.22; C -0.23; C -0.19; H 0.07; H 0.10; H 0.10; H 0.10; H 0.08; H -0.02; H 0.01; H 0.09; H 0.09; H 0.10; H 0.06; H 0.08; H 0.10


--- b ---
DFT (ωB97M-V with the def2-TZVPD basis set) results for a 3-piece molecular cluster, C5H13O3 overall.

Values from the calculation:
HOMO level	-0.10150	Ha
orbital gap	6.58	eV

ORCA input file:
```
! RIJCOSX wB97M-V def2-TZVPD def2/J DEFGRID3
* xyz -1 1
O -2.41 -0.50 1.32
O -1.72 2.15 0.17
O 0.85 2.44 -0.13
C 0.46 -0.49 -1.11
C 1.58 -0.61 -0.11
C -0.93 -0.87 -0.66
C -1.15 -0.85 1.06
C 2.64 -1.41 -0.10
H -1.97 2.35 1.07
H 2.98 -2.02 -0.92
H -0.88 -1.93 1.19
H 3.24 -1.31 0.86
H -0.06 2.74 -0.29
H -1.24 -1.93 -0.89
H -1.76 -0.24 -1.01
H 0.69 -1.00 -2.01
H -0.41 -0.14 1.58
H 0.72 1.67 0.43
H -2.26 1.29 -0.05
H 0.20 0.56 -1.19
H 1.44 0.09 0.78
*
```

Want to see where the charge sits? The Löwdin charges in e are: O -0.37; O -0.11; O -0.10; C -0.25; C -0.21; C -0.19; C -0.48; C -0.03; H 0.03; H 0.03; H 0.07; H 0.06; H 0.00; H 0.09; H 0.06; H 0.09; H 0.07; H -0.02; H 0.08; H 0.08; H 0.09


--- c ---
DFT (ωB97M-V with the def2-TZVPD basis set) results for a 3-piece molecular cluster, C5H13O3 overall.

Values from the calculation:
HOMO level	-0.10835	Ha
orbital gap	4.51	eV

ORCA input file:
```
! RIJCOSX wB97M-V def2-TZVPD def2/J DEFGRID3
* xyz -1 1
O 1.04 1.54 1.50
O -0.30 -0.67 -2.81
O -0.70 1.87 -2.14
C 0.26 -0.69 -0.38
C 0.51 -0.73 2.16
C -0.61 -1.19 -1.57
C 0.41 0.81 2.45
C -0.31 -1.20 0.92
H -0.55 0.92 -2.50
H -1.37 -0.96 0.92
H -0.16 -2.28 0.99
H -0.55 1.12 1.81
H 0.77 1.10 3.44
H -1.31 0.41 2.78
H 0.19 -1.27 3.11
H 0.30 0.39 -0.42
H -0.54 -2.29 -1.62
H -1.63 -0.90 -1.22
H 0.04 2.02 -1.55
H 1.57 -0.99 1.96
H 1.27 -1.02 -0.56
*
```

Want to see where the charge sits? The Löwdin charges in e are: O -0.09; O -0.36; O -0.16; C -0.23; C -0.23; C -0.47; C -0.47; C -0.25; H -0.01; H 0.09; H 0.10; H 0.17; H 0.11; H 0.26; H 0.11; H 0.06; H 0.08; H 0.09; H -0.02; H 0.11; H 0.11


Stability, highest: a


--- a ---
DFT (ωB97M-V with the def2-TZVPD basis set) results for a 2-piece molecular cluster, C6H15N overall.

Values from the calculation:
HOMO level (spin up / spin down)	-0.04461 / -0.04539	Ha
orbital gap (spin up / spin down)	5.09 / 5.04	eV

ORCA input file:
```
! RIJCOSX wB97M-V def2-TZVPD def2/J DEFGRID3
* xyz -1 2
N 0.18 -1.32 -1.17
C -0.29 2.01 0.93
C -0.65 2.03 2.41
C 1.03 -2.21 -0.41
C -0.97 0.93 0.08
C 0.02 -1.88 -2.49
C 0.82 1.20 0.51
H -0.39 -2.96 -2.54
H -0.73 0.84 -0.99
H 2.02 -2.47 -0.88
H -1.02 -0.09 0.56
H 1.25 0.50 1.20
H -0.43 3.04 0.49
H 0.98 -1.95 -3.09
H 1.24 -1.83 0.62
H -0.63 -1.31 -3.06
H -2.05 1.24 0.03
H -0.62 0.99 2.83
H 0.54 -3.26 -0.22
H 0.09 2.65 3.03
H -1.74 2.45 2.59
H 1.35 1.42 -0.41
*
```

Want to see where the charge sits? The Löwdin charges in e are: N -0.28; C -0.49; C -0.11; C -0.35; C -0.21; C -0.35; C -0.10; H 0.04; H 0.07; H 0.03; H 0.09; H 0.05; H 0.13; H 0.04; H 0.03; H 0.00; H 0.06; H 0.08; H 0.04; H 0.08; H 0.09; H 0.07


--- b ---
DFT (ωB97M-V with the def2-TZVPD basis set) results for C6H15N as an isolated structure.

Values from the calculation:
HOMO level (spin up / spin down)	-0.00207 / -0.06439	Ha
orbital gap (spin up / spin down)	4.16 / 5.77	eV

ORCA input file:
```
! RIJCOSX wB97M-V def2-TZVPD def2/J DEFGRID3
* xyz -1 2
N -0.51 0.70 1.08
C 0.98 -2.22 -0.73
C -1.55 -2.17 -0.20
C 0.36 3.59 1.57
C -0.25 -0.03 -0.09
C -0.16 -1.56 0.03
C 0.16 0.63 -1.41
H -0.01 -1.63 1.11
H 1.10 -3.23 -0.32
H -2.21 -1.68 0.48
H -0.18 1.65 -1.32
H 1.94 -1.71 -0.64
H 1.27 0.57 -1.49
H -0.23 0.14 -2.31
H 0.56 0.43 0.98
H 0.49 3.11 0.61
H -1.57 -3.26 -0.01
H -0.66 3.92 1.75
H 0.56 2.73 2.21
H 1.03 4.44 1.72
H -1.89 -2.04 -1.23
H 0.77 -2.38 -1.79
*
```

Want to see where the charge sits? The Löwdin charges in e are: N -0.09; C -0.11; C -0.11; C -0.10; C -0.58; C -0.45; C -0.13; H 0.10; H 0.06; H 0.05; H 0.04; H 0.06; H 0.04; H 0.05; H 0.02; H -0.02; H 0.06; H 0.00; H -0.01; H 0.00; H 0.06; H 0.06


Stability, highest: b


--- a ---
DFT (ωB97M-V with the def2-TZVPD basis set) results for a 2-piece molecular cluster, C5H13NS2 overall.

Values from the calculation:
HOMO level (spin up / spin down)	-0.50346 / -0.48716	Ha
orbital gap (spin up / spin down)	6.42 / 6.72	eV

ORCA input file:
```
! RIJCOSX wB97M-V def2-TZVPD def2/J DEFGRID3
* xyz 1 2
S 0.09 2.38 -0.27
S 1.37 -1.76 2.38
N -0.58 -0.31 -1.08
C 0.76 -0.82 -0.90
C 1.84 0.26 -0.63
C -1.51 -0.42 0.04
C 1.44 1.39 0.31
C -2.79 0.36 -0.21
H 1.06 -1.36 -1.80
H -3.48 0.23 0.61
H -0.99 -0.10 0.94
H 2.15 0.69 -1.57
H 2.30 2.04 0.43
H -3.28 0.02 -1.11
H 0.72 -1.54 -0.09
H 1.89 -2.43 3.42
H -0.58 0.66 -1.45
H 1.20 1.04 1.32
H -1.72 -1.49 0.15
H -2.57 1.43 -0.28
H 2.68 -0.28 -0.20
*
```

Want to see where the charge sits? The Löwdin charges in e are: S 0.86; S 0.48; N 0.09; C -0.19; C -0.23; C -0.24; C -0.58; C -0.06; H 0.15; H 0.09; H 0.12; H 0.12; H 0.09; H 0.09; H 0.03; H -0.25; H 0.06; H 0.05; H 0.15; H 0.05; H 0.12


--- b ---
DFT (ωB97M-V with the def2-TZVPD basis set) results for an isolated ion of composition C5H13NS2 and charge +1.

Values from the calculation:
HOMO level (spin up / spin down)	-0.45988 / -0.45360	Ha
orbital gap (spin up / spin down)	9.74 / 4.72	eV

ORCA input file:
```
! RIJCOSX wB97M-V def2-TZVPD def2/J DEFGRID3
* xyz 1 2
S 2.37 2.59 -1.25
S 1.34 1.55 -2.68
N -0.60 -1.15 0.39
C -0.34 1.69 -2.06
C -0.51 -2.20 2.63
C 0.12 -1.22 1.66
C -0.59 1.05 -0.72
C -0.09 -0.44 -0.72
H 2.75 3.66 -1.97
H -0.60 2.75 -1.96
H -0.13 -3.22 2.47
H -0.34 -1.86 3.64
H 0.08 -0.20 2.06
H -0.07 1.61 0.06
H -0.27 -0.91 -1.68
H 1.16 -1.41 1.41
H -1.63 1.06 -0.41
H 1.01 -0.35 -0.66
H -1.05 -2.03 0.12
H -0.99 1.29 -2.84
H -1.60 -2.27 2.50
*
```

Want to see where the charge sits? The Löwdin charges in e are: S 0.38; S 0.50; N 0.13; C -0.57; C -0.05; C -0.18; C -0.23; C -0.20; H -0.17; H 0.09; H 0.09; H 0.09; H 0.14; H 0.10; H 0.14; H 0.15; H 0.12; H 0.13; H 0.18; H 0.09; H 0.09


Stability, highest: b


--- a ---
DFT (ωB97M-V with the def2-TZVPD basis set) results for a 2-piece molecular cluster, C3H12N3O overall.

Values from the calculation:
HOMO level	-0.52833	Ha
orbital gap	11.55	eV

ORCA input file:
```
! RIJCOSX wB97M-V def2-TZVPD def2/J DEFGRID3
* xyz 1 1
O 0.19 -2.12 1.14
N -0.37 0.58 0.12
N 0.68 2.52 -0.59
N 1.84 0.92 0.63
C 0.70 1.36 0.08
C -0.16 -2.89 -0.05
C -1.57 0.93 -0.62
H 1.52 3.07 -0.56
H -1.24 -2.87 -0.20
H -0.44 -0.22 0.73
H -2.27 0.10 -0.62
H -2.09 1.80 -0.20
H -0.31 -2.51 1.86
H 0.36 -2.41 -0.87
H 0.10 -3.92 0.12
H 2.66 1.48 0.49
H -0.17 3.05 -0.71
H 1.93 -0.01 0.92
H -1.35 1.14 -1.66
*
```

Want to see where the charge sits? The Löwdin charges in e are: O -0.16; N 0.06; N 0.22; N 0.23; C -0.43; C -0.10; C -0.04; H 0.13; H 0.08; H 0.12; H 0.10; H 0.10; H 0.09; H 0.08; H 0.08; H 0.13; H 0.12; H 0.10; H 0.10


--- b ---
DFT (ωB97M-V with the def2-TZVPD basis set) results for a 2-piece molecular cluster, C3H12N3O overall.

Values from the calculation:
HOMO level	-0.51687	Ha
orbital gap	11.18	eV

ORCA input file:
```
! RIJCOSX wB97M-V def2-TZVPD def2/J DEFGRID3
* xyz 1 1
O -2.06 1.31 -0.70
N 1.84 0.45 1.59
N -0.39 -0.07 0.99
N 1.21 -1.35 -0.02
C -1.08 1.69 -1.68
C 0.87 -0.32 0.81
C 0.04 -2.16 -0.61
H 0.55 -3.07 -0.94
H -0.61 -1.73 -1.34
H -1.17 -0.39 0.43
H 1.61 1.43 1.67
H 2.15 -1.65 -0.07
H -1.63 1.66 -2.64
H -0.54 -2.37 0.34
H -0.10 1.15 -1.78
H -0.60 0.80 1.46
H 2.88 0.52 1.57
H -0.88 2.67 -1.28
H -2.84 1.98 -0.82
*
```

Want to see where the charge sits? The Löwdin charges in e are: O -0.20; N 0.15; N 0.20; N 0.06; C -0.15; C -0.37; C 0.00; H 0.10; H 0.08; H 0.10; H 0.09; H 0.13; H 0.09; H 0.11; H 0.09; H 0.14; H 0.14; H 0.07; H 0.15


Stability, highest: a


--- a ---
DFT (ωB97M-V with the def2-TZVPD basis set) results for C3H12N3O as an isolated structure.

Values from the calculation:
HOMO level	-0.47974	Ha
orbital gap	10.05	eV

ORCA input file:
```
! RIJCOSX wB97M-V def2-TZVPD def2/J DEFGRID3
* xyz 1 1
O 0.16 -2.10 0.54
N 0.14 0.64 1.09
N -0.04 0.46 -0.27
N -0.29 -1.80 -1.74
C -1.06 1.30 -0.74
C -0.56 -1.44 -0.41
C 1.40 1.27 1.41
H -1.50 0.66 -1.59
H -0.79 -1.40 -2.49
H 2.07 1.20 0.51
H -0.57 2.19 -1.03
H 0.20 -0.37 1.24
H 0.68 -2.11 -1.97
H 2.09 0.78 2.23
H -0.63 0.98 1.71
H -1.85 1.49 -0.03
H 1.24 2.36 1.58
H -1.60 -1.40 -0.15
H 0.92 -2.70 0.11
*
```

Want to see where the charge sits? The Löwdin charges in e are: O 0.01; N -0.10; N -0.14; N 0.12; C -0.11; C -0.30; C -0.03; H 0.11; H 0.09; H 0.11; H 0.08; H 0.12; H 0.14; H 0.15; H 0.21; H 0.08; H 0.11; H 0.15; H 0.21


--- b ---
DFT (ωB97M-V with the def2-TZVPD basis set) results for a 2-piece molecular cluster, C3H12N3O overall.

Values from the calculation:
HOMO level	-0.52443	Ha
orbital gap	11.47	eV

ORCA input file:
```
! RIJCOSX wB97M-V def2-TZVPD def2/J DEFGRID3
* xyz 1 1
O 0.90 0.67 -0.96
N 2.78 -0.57 -1.21
N 0.82 -1.21 -2.24
N -0.68 0.72 1.20
C -1.82 1.63 0.95
C 1.47 -0.35 -1.41
C -1.08 -0.70 1.45
H -0.03 0.70 0.36
H -1.82 -0.72 2.24
H 3.38 0.15 -0.85
H -0.22 -1.30 1.69
H -2.36 1.71 1.89
H -2.48 1.23 0.19
H -0.19 -1.23 -2.23
H -0.14 1.06 1.99
H -1.54 -1.04 0.52
H 1.25 -2.10 -2.44
H 3.21 -1.27 -1.79
H -1.46 2.61 0.64
*
```

Want to see where the charge sits? The Löwdin charges in e are: O -0.02; N 0.18; N 0.18; N -0.07; C -0.01; C -0.62; C 0.00; H 0.09; H 0.10; H 0.12; H 0.10; H 0.11; H 0.11; H 0.11; H 0.18; H 0.10; H 0.11; H 0.11; H 0.11


Stability, highest: b


--- a ---
DFT (ωB97M-V with the def2-TZVPD basis set) results for H2N3O2S as an isolated structure.

Values from the calculation:
HOMO level	-0.14176	Ha
orbital gap	6.82	eV

ORCA input file:
```
! RIJCOSX wB97M-V def2-TZVPD def2/J DEFGRID3
* xyz -1 1
S 0.99 -2.21 0.03
O -0.31 1.91 -0.18
O 2.13 0.77 0.19
N -0.08 0.67 -0.14
N 1.05 0.16 0.17
N -1.13 -0.20 -0.28
H -0.75 -1.16 -0.11
H -1.91 0.06 0.32
*
```

Want to see where the charge sits? The Löwdin charges in e are: S 0.00; O -0.11; O -0.13; N -0.43; N -0.32; N 0.04; H -0.13; H 0.08


--- b ---
DFT (ωB97M-V with the def2-TZVPD basis set) results for a 2-piece molecular cluster, H2N3O2S overall.

Values from the calculation:
HOMO level (spin up / spin down)	-0.10388 / -0.09812	Ha
orbital gap (spin up / spin down)	4.56 / 4.19	eV

ORCA input file:
```
! RIJCOSX wB97M-V def2-TZVPD def2/J DEFGRID3
* xyz -1 1
S -0.46 0.18 -3.13
O 0.72 1.27 -0.36
O -0.39 0.86 1.92
N -0.16 -0.09 1.14
N 0.28 0.14 -0.19
N -0.40 -1.28 1.53
H 0.94 0.04 -3.41
H -0.53 -1.11 2.51
*
```

Want to see where the charge sits? The Löwdin charges in e are: S -0.30; O -0.01; O -0.07; N -0.41; N -0.02; N 0.14; H -0.38; H 0.05


Stability, highest: a